This record from the Open Molecules 2025 dataset describes a structure of composition C5H16BrFeN4O3. The level of theory is ωB97M-V/def2-TZVPD.

CARTESIAN COORDINATES (ANGSTROEM)
Br1 2.80 2.66 -3.06
Fe1 4.65 6.11 -2.10
O1 -5.18 1.00 -5.78
O2 4.32 -1.95 1.71
O3 -1.28 3.16 2.57
N1 -2.88 1.84 3.49
N2 -4.06 2.66 -4.66
N3 -6.10 2.93 -5.10
N4 -1.56 1.05 1.99
C1 3.58 -4.24 0.97
C2 -1.93 2.11 2.65
C3 3.87 -3.24 2.13
C4 -5.07 2.16 -5.32
C5 5.01 -3.70 3.03
H1 5.84 -3.99 2.38
H2 -3.13 2.44 4.27
H3 2.99 -3.09 2.75
H4 5.29 -2.88 3.69
H5 4.85 -4.62 3.59
H6 -1.66 0.07 2.20
H7 4.33 -4.07 0.20
H8 2.59 -4.02 0.56
H9 3.49 -5.28 1.29
H10 -6.86 2.48 -5.59
H11 -3.12 0.86 3.51
H12 -4.13 3.66 -4.51
H13 -3.21 2.14 -4.54
H14 -6.07 3.91 -4.86
H15 3.59 -1.46 1.33
H16 -0.97 1.26 1.19

Multiplicity: 6
Strongest force on any atom: 5.573 eV/Å
LUMO (alpha / beta): -8.326 / -11.282 eV
Total charge: +2
Energy relative to the best compared isomer or geometry (same formula, charge and spin): 28.3 kcal/mol
⟨S²⟩: 8.76
Highest occupied orbital energy (alpha / beta): -0.4779 / -0.4779 Eh

Here are the Mulliken charges for atoms 1 to 5, given in e: number 1, Br, carries 0.023; number 2, Fe, carries 0.977; number 3, O, carries -0.111; number 4, O, carries -0.555; number 5, O, carries -0.665

This record from the Open Molecules 2025 dataset describes a cluster of 2 separate species, C5H16N in total. The level of theory is ωB97M-V/def2-TZVPD.

CARTESIAN COORDINATES (ANGSTROEM)
N1 -0.48 -1.81 2.49
C1 2.29 0.95 -1.26
C2 -0.77 -0.86 1.35
C3 0.29 0.98 -2.88
C4 -2.04 -0.10 1.66
C5 0.79 0.74 -1.49
H1 0.53 -0.26 -1.12
H2 2.68 1.77 -1.87
H3 -2.69 -0.56 2.43
H4 0.30 1.41 -0.76
H5 0.35 0.07 -3.49
H6 2.60 1.31 -0.27
H7 -0.98 -1.43 0.44
H8 0.11 -0.24 1.23
H9 -1.33 -2.13 2.92
H10 0.04 -1.30 3.20
H11 0.84 1.79 -3.38
H12 0.13 -2.59 2.24
H13 -0.74 1.34 -2.89
H14 -2.83 -0.03 0.91
H15 -1.90 0.94 1.97
H16 2.82 0.01 -1.43

Multiplicity: 1
Strongest force on any atom: 2.093 eV/Å
LUMO: -3.848 eV
Total charge: +1
Energy relative to the best compared isomer or geometry (same formula, charge and spin): 15.5 kcal/mol
Highest occupied orbital energy: -0.5140 Eh

Here are the Mulliken charges for atoms 1 to 5, given in e: number 1, N, carries -0.296; number 2, C, carries -1.184; number 3, C, carries -0.027; number 4, C, carries -1.206; number 5, C, carries -1.240

This record from the Open Molecules 2025 dataset describes a cluster of 2 separate species, C5H16N2O in total. The level of theory is ωB97M-V/def2-TZVPD.

CARTESIAN COORDINATES (ANGSTROEM)
O1 -1.86 5.78 -3.20
N1 0.39 -1.48 1.68
N2 1.02 0.70 -0.16
C1 1.30 -2.54 2.25
C2 0.67 2.20 -0.33
C3 0.08 -1.66 0.25
C4 -0.21 -0.16 -0.40
C5 -1.07 -2.58 -0.31
H1 2.38 -2.19 2.12
H2 1.19 -2.59 3.27
H3 0.33 2.84 0.68
H4 -0.14 2.30 -1.08
H5 -1.12 6.20 -2.74
H6 1.01 -3.42 1.86
H7 1.49 0.54 0.66
H8 0.99 -1.94 -0.47
H9 1.57 2.72 -0.60
H10 -1.21 -3.58 -0.14
H11 -1.88 4.97 -2.67
H12 -1.18 0.33 0.06
H13 -0.41 -0.20 -1.49
H14 -0.95 -2.65 -1.35
H15 -0.44 -1.51 2.30
H16 -1.97 -2.08 -0.20

Multiplicity: 1
Structure (SMILES): CNC[C@H](C)NC.O
Strongest force on any atom: 5.488 eV/Å
LUMO: 0.709 eV
Energy relative to the best compared isomer or geometry (same formula, charge and spin): 72.2 kcal/mol
Highest occupied orbital energy: -0.3120 Eh

Here are the Mulliken charges for atoms 1 to 5, given in e: number 1, O, carries -0.640; number 2, N, carries -0.334; number 3, N, carries -0.341; number 4, C, carries -0.985; number 5, C, carries -0.820

This record from the Open Molecules 2025 dataset describes a cluster of 2 separate species, C5H16N2O in total. The level of theory is ωB97M-V/def2-TZVPD.

CARTESIAN COORDINATES (ANGSTROEM)
O1 -1.51 0.89 1.99
N1 -2.36 0.39 -1.14
N2 0.21 -0.05 -0.19
C1 1.82 1.10 1.29
C2 -1.93 -1.02 -0.98
C3 1.59 -0.09 0.29
C4 -0.46 -1.29 -0.67
C5 2.69 -0.13 -0.88
H1 -2.49 -1.33 -0.09
H2 -2.11 -1.70 -1.84
H3 -1.54 0.07 2.53
H4 1.30 0.80 2.23
H5 2.90 1.35 1.57
H6 -0.91 0.55 1.25
H7 0.02 0.61 -0.99
H8 3.49 -0.73 -0.50
H9 0.05 -1.58 -1.73
H10 2.19 -0.47 -1.71
H11 3.12 0.85 -0.91
H12 1.61 -1.03 0.90
H13 1.28 2.07 0.95
H14 -1.56 0.87 -0.65
H15 -2.17 0.66 -2.15
H16 -0.27 -1.97 0.16

Multiplicity: 1
Structure (SMILES): CC(C)NCCN.O
Strongest force on any atom: 4.329 eV/Å
LUMO: 0.794 eV
Energy relative to the best compared isomer or geometry (same formula, charge and spin): 46.5 kcal/mol
Highest occupied orbital energy: -0.3384 Eh

Here are the Mulliken charges for atoms 1 to 5, given in e: number 1, O, carries -0.652; number 2, N, carries -0.659; number 3, N, carries -0.476; number 4, C, carries -1.267; number 5, C, carries -0.558

This record from the Open Molecules 2025 dataset describes a cluster of 2 separate species, C5H16N2O in total. The level of theory is ωB97M-V/def2-TZVPD.

CARTESIAN COORDINATES (ANGSTROEM)
O1 -1.83 -3.58 2.38
N1 0.12 -1.12 1.84
N2 -0.68 -1.15 -0.93
C1 1.33 0.88 -1.85
C2 -0.05 1.18 -1.22
C3 0.68 -0.09 0.94
C4 -0.41 0.06 -0.20
C5 -0.02 2.63 -0.70
H1 2.09 0.79 -1.06
H2 0.54 2.65 0.26
H3 1.78 1.69 -2.44
H4 -0.97 3.04 -0.36
H5 1.26 -0.03 -2.42
H6 0.45 3.24 -1.47
H7 -0.78 1.08 -2.05
H8 -2.57 -3.80 1.81
H9 -0.60 -0.66 2.39
H10 0.76 0.87 1.43
H11 -0.74 -1.90 -0.24
H12 0.77 -1.57 2.46
H13 -1.44 -2.70 2.24
H14 -1.40 0.35 0.22
H15 0.10 -1.38 -1.53
H16 1.62 -0.48 0.49

Multiplicity: 1
Structure (SMILES): CC(C)[C@@H](N)CN.O
Strongest force on any atom: 1.958 eV/Å
LUMO: 0.880 eV
Energy relative to the best compared isomer or geometry (same formula, charge and spin): 13.0 kcal/mol
Highest occupied orbital energy: -0.3392 Eh

Here are the Mulliken charges for atoms 1 to 5, given in e: number 1, O, carries -0.674; number 2, N, carries -0.557; number 3, N, carries -0.646; number 4, C, carries -1.467; number 5, C, carries 0.393

This record from the Open Molecules 2025 dataset describes a cluster of 2 separate species, C5H16N2O in total. The level of theory is ωB97M-V/def2-TZVPD.

CARTESIAN COORDINATES (ANGSTROEM)
O1 -0.24 -1.18 -2.09
N1 -2.00 -0.81 0.00
N2 -0.79 0.82 3.05
C1 -1.87 0.15 2.18
C2 -1.09 -0.59 1.07
C3 1.89 0.99 -2.77
C4 1.06 -1.04 -1.49
C5 1.56 0.41 -1.39
H1 -0.25 0.15 3.61
H2 -2.49 0.97 1.71
H3 0.84 1.07 -0.83
H4 -2.51 -0.55 2.74
H5 2.53 0.36 -0.77
H6 1.03 0.79 -3.46
H7 -2.36 -1.77 0.08
H8 1.90 2.11 -2.73
H9 2.87 0.60 -3.26
H10 1.05 -1.45 -0.45
H11 -1.03 1.58 3.69
H12 -1.00 -0.88 -1.45
H13 -0.25 0.05 0.77
H14 -0.12 1.24 2.40
H15 1.78 -1.56 -2.12
H16 -0.52 -1.46 1.52

Multiplicity: 1
Strongest force on any atom: 2.152 eV/Å
LUMO: -0.665 eV
Energy relative to the best compared isomer or geometry (same formula, charge and spin): 100.9 kcal/mol
Highest occupied orbital energy: -0.2295 Eh

Here are the Mulliken charges for atoms 1 to 5, given in e: number 1, O, carries -0.647; number 2, N, carries -0.980; number 3, N, carries -0.339; number 4, C, carries -0.463; number 5, C, carries 0.218

Energy
In order: -4481.74058; -254.57754; -384.74298; -384.78397; -384.83739; -384.69729
Unit: hartree